Entry 1:
C9H12FN2 as an isolated structure at a distorted geometry, computed with the ωB97M-V functional and the def2-TZVPD basis.

Last column: Löwdin charge in e.
Positions of all 24 atoms, in Å:
1 C -2.81994 -0.06182 0.24808  -0.08
2 C -1.81621 0.85900 -0.20755  -0.16
3 C 0.26836 -0.53529 -0.09019  -0.17
4 C -2.56674 -2.12038 1.46158  0.27
5 C 0.00325 -1.77441 -0.49801  -0.21
6 C 1.36835 -2.39130 -0.27396  0.01
7 C 1.64725 -0.90156 0.26528  -0.23
8 C -2.25720 2.31945 -0.49274  0.02
9 C 2.64312 0.06130 -0.47980  -0.01
10 N -2.65937 -1.19527 0.78382  0.04
11 N -0.48366 0.63587 -0.24926  0.16
12 F -1.03469 -2.38190 -1.14788  0.07
13 H -3.78170 0.45754 0.02459  0.15
14 H -2.63488 -3.18632 1.54212  0.13
15 H 1.50675 -3.08481 0.63650  0.14
16 H 1.76474 -2.85282 -1.17246  0.12
17 H 1.98629 -0.90248 1.25706  0.12
18 H -1.53631 2.71834 -1.21375  0.10
19 H -3.33728 2.37910 -0.75062  0.11
20 H -2.18213 2.96043 0.32117  0.07
21 H 3.61687 -0.09258 -0.17890  0.06
22 H 2.45058 0.99345 -0.06071  0.05
23 H 2.42178 0.08248 -1.51872  0.09
24 H -0.00076 1.47619 -0.57898  0.16

- energy above the lowest of the compared OMol25 structures with the same formula, charge and spin (kJ/mol) = 104.46
- net charge = +1
- HOMO (spin up / spin down) (eV) = -12.39 / -12.39
- gap between HOMO and LUMO (spin up / spin down) (eV) = 7.866 / 7.867


Entry 2:
C35H31F6N5NaO12S2Te as an isolated structure, computed with the ωB97M-V functional and the def2-TZVPD basis.

Last column: Löwdin charge in e.
Positions of all 93 atoms, in Å:
1 Na -0.62307 0.51498 0.62482  0.26
2 C -0.20544 -4.26349 1.95733  -0.06
3 C 0.76552 -4.02352 0.80589  -0.35
4 C 0.01804 -4.03814 -0.53400  -0.07
5 C 1.58447 -2.75053 0.95833  -0.19
6 C 1.48112 -1.90616 2.06208  -0.02
7 C 2.25144 -0.75334 2.15630  -0.05
8 C 3.14622 -0.39585 1.15427  -0.27
9 C 3.97039 0.85860 1.26117  -0.04
10 C 3.24362 -1.23143 0.04749  -0.04
11 C 2.48133 -2.38549 -0.04457  -0.04
12 H -0.74308 -5.20119 1.80383  0.08
13 H -0.94872 -3.46590 2.02524  0.07
14 H 0.30989 -4.32236 2.91836  0.08
15 H 1.48187 -4.85602 0.79841  0.13
16 H -0.54284 -3.10882 -0.66012  0.04
17 H -0.68224 -4.87707 -0.57222  0.08
18 H 0.70300 -4.13626 -1.37795  0.07
19 H 0.76242 -2.11596 2.84456  0.11
20 H 2.11771 -0.09732 3.00854  0.11
21 H 4.81538 0.71403 1.94129  0.08
22 H 3.37761 1.69003 1.64348  0.05
23 H 4.36715 1.14621 0.28638  0.07
24 H 3.90429 -0.95877 -0.76853  0.10
25 H 2.57127 -3.00551 -0.93021  0.10
26 F -1.73313 3.69660 2.93230  0.15
27 C -0.46204 3.98375 3.17160  -0.68
28 F -0.30430 5.31023 3.09472  0.12
29 F -0.16053 3.60469 4.41302  0.14
30 S 0.67070 3.12511 2.00134  0.61
31 O 0.48517 1.72274 2.26464  -0.27
32 O 1.97574 3.67250 2.26266  -0.28
33 N 0.01528 3.65896 0.66756  -0.28
34 S 0.60244 3.20663 -0.71699  0.57
35 O -0.18169 3.72956 -1.78868  -0.27
36 O 1.00728 1.81882 -0.72118  -0.30
37 C 2.21279 4.14205 -0.89849  -0.66
38 F 3.25459 3.44687 -0.45539  0.13
39 F 2.42196 4.40362 -2.19823  0.11
40 F 2.17123 5.30975 -0.25743  0.13
41 Te 0.04069 -0.76711 -3.03267  1.47
42 C 0.14738 -2.32635 -4.46463  -0.52
43 C -0.56718 -3.50238 -4.25862  -0.13
44 C -0.53497 -4.51554 -5.20875  -0.09
45 C 0.22591 -4.37361 -6.36004  -0.12
46 C 0.94441 -3.20177 -6.56813  -0.11
47 C 0.89447 -2.17884 -5.63239  -0.15
48 C 2.01046 -0.09530 -3.43433  -0.53
49 C 2.27384 1.26951 -3.51344  -0.14
50 C 3.57578 1.72526 -3.67793  -0.09
51 C 4.62357 0.82261 -3.79176  -0.11
52 C 4.36489 -0.54098 -3.72824  -0.11
53 C 3.06815 -0.99528 -3.53628  -0.17
54 H -1.16665 -3.62191 -3.36751  0.07
55 H -1.10936 -5.41846 -5.04060  0.10
56 H 0.25684 -5.16931 -7.09534  0.09
57 H 1.53759 -3.07874 -7.46728  0.09
58 H 1.44718 -1.26250 -5.80370  0.09
59 H 1.46082 1.98068 -3.42402  0.09
60 H 3.76781 2.79080 -3.71040  0.09
61 H 5.63871 1.17887 -3.92152  0.09
62 H 5.17826 -1.25359 -3.80544  0.10
63 H 2.87345 -2.05911 -3.46039  0.10
64 O -5.20740 -5.98567 2.21484  0.01
65 N -4.77499 -5.00052 2.80871  -0.37
66 O -4.87475 -4.87132 4.02253  0.03
67 C -4.08665 -3.97713 2.06185  -0.19
68 C -3.62616 -2.82531 2.72385  0.04
69 C -2.97086 -1.82498 2.01429  -0.12
70 C -2.57245 -2.04846 0.62168  -0.31
71 O -1.64127 -1.44849 0.06080  -0.06
72 C -3.27500 -3.15112 -0.02122  -0.10
73 C -3.94379 -4.13914 0.70304  0.04
74 N -3.14800 -3.34564 -1.42495  -0.36
75 O -3.34783 -4.47148 -1.89275  0.01
76 O -2.91449 -2.38180 -2.15326  -0.01
77 N -2.61757 -0.65722 2.68161  -0.36
78 O -2.49183 0.44411 2.02332  -0.09
79 O -2.62401 -0.66020 3.94616  -0.07
80 H -3.79100 -2.69001 3.77961  0.11
81 H -4.33790 -5.00665 0.20040  0.12
82 O -2.06325 1.58967 -0.87088  -0.13
83 N -3.26052 1.59351 -0.40418  -0.20
84 C -4.07334 0.53862 -0.63888  0.00
85 C -5.34372 0.50426 -0.10980  -0.04
86 C -5.80193 1.55516 0.66892  -0.08
87 C -4.95233 2.62677 0.89284  -0.05
88 C -3.68725 2.62837 0.35114  -0.01
89 H -3.61422 -0.25291 -1.21684  0.12
90 H -5.95371 -0.36954 -0.29361  0.11
91 H -6.78958 1.52900 1.10903  0.10
92 H -5.24902 3.46085 1.51369  0.11
93 H -2.94072 3.39188 0.50706  0.13

- energy above the lowest of the compared OMol25 structures with the same formula, charge and spin (kJ/mol) = 21.54
- net charge = -2
- spin multiplicity = 2
- HOMO (spin up / spin down) (eV) = -0.57 / -3.19
- gap between HOMO and LUMO (spin up / spin down) (eV) = 4.232 / 6.849


Entry 3:
A 4-piece molecular cluster, H8O4 overall, computed with the ωB97M-V functional and the def2-TZVPD basis.

Last column: Löwdin charge in e.
Positions of all 12 atoms, in Å:
1 O -22.38617 7.74715 -8.15280  -0.08
2 H -22.40187 7.70233 -9.11215  0.01
3 H -21.48924 7.44397 -7.90526  0.00
4 O -20.40906 5.07879 -10.73819  -0.04
5 H -19.93296 5.32691 -11.53996  0.05
6 H -21.30381 5.41886 -10.86279  0.05
7 O -19.75421 6.60944 -8.20094  -0.06
8 H -18.98288 6.30685 -7.71083  0.04
9 H -19.80295 6.02173 -8.97261  0.02
10 O -17.75318 4.17555 -5.67195  -0.06
11 H -17.32175 5.03716 -5.66231  0.03
12 H -17.65085 3.84570 -4.77216  0.04

- energy above the lowest of the compared OMol25 structures with the same formula, charge and spin (kJ/mol) = 79.14
- SMILES = O.O.O.O
- HOMO (eV) = -10.72
- gap between HOMO and LUMO (eV) = 11.178


Entry 4:
C24H58IrP2Si4 as an isolated structure at a distorted geometry, computed with the ωB97M-V functional and the def2-TZVPD basis.

Last column: Löwdin charge in e.
Positions of all 89 atoms, in Å:
1 P -1.47526 3.84937 -3.42450  0.90
2 P -2.12986 0.19284 -4.74974  0.85
3 C -1.79602 3.04437 -5.01833  -0.28
4 C -2.78982 1.85687 -5.02304  -0.26
5 H -0.84687 2.77765 -5.51196  0.09
6 H -2.23501 3.84172 -5.64207  0.12
7 H -3.65541 2.05018 -4.36724  0.08
8 H -3.23173 1.80583 -6.03592  0.12
9 C -1.27780 -0.18563 -6.34867  -0.14
10 H -0.79324 -1.17170 -6.30933  0.08
11 H -0.50951 0.56808 -6.57563  0.07
12 H -1.99255 -0.19655 -7.18206  0.07
13 C -3.59608 -0.91009 -5.02835  -0.13
14 H -3.89009 -0.89613 -6.08696  0.07
15 H -4.45404 -0.58124 -4.42516  0.07
16 H -3.35512 -1.94835 -4.75647  0.08
17 C -0.24651 5.12199 -3.71707  -0.13
18 H 0.13688 5.50353 -2.76150  0.09
19 H -0.73379 5.94534 -4.25844  0.08
20 H 0.58304 4.73457 -4.32219  0.08
21 C -3.00989 4.79396 -3.18457  -0.15
22 H -3.88924 4.14107 -3.26111  0.07
23 H -3.06923 5.57355 -3.95241  0.07
24 H -3.00409 5.25915 -2.19094  0.08
25 Ir 1.44069 -0.15060 0.74720  0.79
26 C -1.70336 -0.50963 -3.12622  -0.26
27 C -0.54517 0.13259 -3.83323  -0.26
28 C 0.25268 1.35463 -3.42052  -0.16
29 C -0.05503 2.06520 -2.08858  -0.15
30 C -1.31670 3.04674 -1.93501  -0.41
31 C -2.48400 2.44367 -1.26616  -0.07
32 C -3.10930 1.21059 -1.68615  -0.18
33 C -2.27847 -0.10652 -1.77496  -0.13
34 C 0.08916 1.21576 1.40866  -0.38
35 H -1.67202 -1.60512 -3.19868  0.11
36 H 0.11064 -0.60255 -4.29590  0.13
37 H 0.34599 2.05407 -4.27154  0.09
38 H 1.28965 0.98659 -3.30657  0.14
39 H -0.07222 1.30116 -1.30336  0.05
40 H 0.84028 2.66788 -1.86230  0.13
41 H -0.97793 3.85204 -1.25197  0.15
42 H -2.96471 3.08182 -0.52889  0.13
43 H -3.60636 1.36528 -2.66025  0.09
44 H -3.94033 1.02802 -0.97103  0.14
45 H -1.49519 -0.13027 -0.99432  0.08
46 H -2.98282 -0.90891 -1.49187  0.12
47 H -0.51131 0.79642 2.23756  -0.02
48 H -0.59676 1.58821 0.62532  -0.06
49 H 0.69124 2.05300 1.81793  -0.01
50 C -0.14877 -3.94851 -2.69188  -0.22
51 Si 1.16428 -3.79364 -1.35613  0.33
52 C 1.35245 -5.50023 -0.56677  -0.20
53 C 2.79028 -3.18374 -2.08147  -0.23
54 Si 0.53259 -2.13408 0.20088  0.28
55 Si -1.20102 -3.03788 1.50337  0.33
56 C -0.52661 -4.41761 2.60439  -0.21
57 C -1.89861 -1.65256 2.57436  -0.22
58 C -2.54567 -3.71124 0.36094  -0.22
59 Si 2.55978 -1.97155 1.66381  0.25
60 C 3.23497 -3.70247 1.85027  -0.18
61 C 3.65879 -0.79594 0.64679  -0.31
62 C 2.08030 -1.12974 3.27510  -0.20
63 H 0.01219 -4.88263 -3.24914  0.04
64 H -0.08911 -3.12068 -3.40892  0.00
65 H -1.16679 -3.97631 -2.28630  0.01
66 H 1.57014 -6.21276 -1.37678  0.04
67 H 2.17031 -5.56466 0.15860  0.01
68 H 0.43097 -5.83430 -0.07448  0.02
69 H 2.70776 -2.15109 -2.44320  0.02
70 H 3.62341 -3.22150 -1.37025  0.02
71 H 3.04405 -3.82402 -2.93899  0.04
72 H 0.29569 -4.07409 3.24672  0.02
73 H -1.35024 -4.74714 3.25672  0.04
74 H -0.18136 -5.28711 2.02939  0.02
75 H -2.14154 -0.75957 1.98157  0.01
76 H -2.82246 -2.00975 3.05624  0.04
77 H -1.19282 -1.35321 3.36179  0.03
78 H -2.90930 -2.95021 -0.34342  0.00
79 H -2.20381 -4.58148 -0.21605  0.02
80 H -3.39686 -4.02862 0.98307  0.04
81 H 3.60118 -4.12677 0.90527  0.03
82 H 4.09020 -3.65992 2.54573  0.05
83 H 2.49535 -4.39973 2.27083  0.03
84 H 3.18535 0.18762 0.25004  -0.02
85 H 4.42794 -0.47307 1.36217  0.05
86 H 4.07138 -1.30350 -0.23500  0.03
87 H 1.57524 -0.15690 3.10258  0.01
88 H 1.41063 -1.77983 3.84977  0.04
89 H 3.01267 -0.95498 3.82601  0.05

- energy above the lowest of the compared OMol25 structures with the same formula, charge and spin (kJ/mol) = 146.97
- net charge = +2
- spin multiplicity = 6
- HOMO (spin up / spin down) (eV) = -10.11 / -11.62
- gap between HOMO and LUMO (spin up / spin down) (eV) = 5.117 / 3.852


Entry 5:
A 6-piece molecular cluster, H12O6 overall at a distorted geometry, computed with the ωB97M-V functional and the def2-TZVPD basis.

Last column: Löwdin charge in e.
Positions of all 18 atoms, in Å:
1 H 2.15821 -0.40767 -0.11925  0.00
2 H 2.39684 -1.63847 0.63097  0.04
3 H -0.90116 1.42912 -1.02815  0.04
4 H -0.73006 0.54167 -2.28779  0.00
5 H -3.31174 0.01306 -1.37478  0.05
6 H -2.16742 -0.65697 -0.56096  0.00
7 H 0.62173 -0.43577 4.22527  0.05
8 H -0.71537 -0.22100 3.46729  0.02
9 H 0.88940 4.22195 1.07349  0.08
10 H 0.42701 2.98994 1.86080  0.01
11 H 0.26366 -2.20238 -2.42427  -0.03
12 H 0.84226 -2.78890 -3.70288  0.04
13 O 1.68076 -1.10330 0.27236  -0.04
14 O -0.36676 1.27693 -1.82807  -0.04
15 O -2.90259 -0.82575 -1.10826  -0.04
16 O -0.14542 -0.90696 3.83696  -0.07
17 O 1.17579 3.58828 1.81324  -0.09
18 O 0.78485 -2.87377 -2.74599  -0.02

- energy above the lowest of the compared OMol25 structures with the same formula, charge and spin (kJ/mol) = 207.15
- SMILES = O.O.O.O.O.O
- HOMO (eV) = -11.34
- gap between HOMO and LUMO (eV) = 11.197


Q: The highest energy above the lowest of the compared OMol25 structures with the same formula, charge and spin belongs to which entry?
A: H12O6


Q: Which of these has the highest energy above the lowest of the compared OMol25 structures with the same formula, charge and spin?
A: H12O6